20
Properties=species:S:1:pos:R:3:forces:R:3:lowdin_charge:R:1 method="wB97M-V/def2-TZVPD" gap_ha=0.3563 lumo_energy_ev=0.90 smiles=CNCCCCS relative_energy_kcal_mol=81.0 total_charge=0
C -0.64819 -1.40119 -0.87179 1.94 -2.48 0.60 -0.205
C 0.93893 -1.01282 -0.93688 -1.57 -1.66 2.69 -0.265
C 1.31840 0.38276 -0.43469 0.59 3.53 -4.59 -0.621
S 2.30900 0.75151 1.07542 -0.15 -1.99 0.03 0.665
C -1.53436 -1.01161 0.37441 2.63 -0.57 0.08 -0.255
N -2.63572 -0.04978 0.29796 1.36 2.96 -2.15 -0.092
C -2.14772 1.26176 -0.42341 2.28 0.34 1.36 -0.120
H -1.26023 -1.32971 -1.73070 -0.09 0.74 -1.51 0.069
H -0.31823 -2.52369 -0.89634 -1.89 1.33 0.47 0.114
H 1.38676 -1.76501 -0.14430 -0.54 1.26 -1.75 0.123
H 1.26718 -1.33105 -1.96916 0.06 0.79 1.24 0.113
H 0.49167 1.17831 -0.65475 1.20 -1.68 1.18 0.069
H 1.99040 0.68451 -1.34415 -0.56 -0.06 1.78 0.080
H 2.16952 2.04366 1.28126 -0.53 0.65 -0.46 -0.182
H -0.63508 -0.74166 1.06166 -2.26 0.36 -0.14 0.129
H -1.94219 -1.93907 0.74550 -0.22 -0.18 0.33 0.095
H -3.46098 -0.28997 -0.21773 -0.09 -1.27 -0.15 0.076
H -1.37512 1.20957 -1.28365 -1.01 -0.92 1.39 0.069
H -2.73997 2.09879 -0.85215 -1.12 -1.25 0.80 0.065
H -1.63009 1.71633 0.46624 -0.02 0.09 -1.19 0.075

---

244
Properties=species:S:1:pos:R:3:forces:R:3:lowdin_charge:R:1 method="wB97M-V/def2-TZVPD" gap_ha=0.2658 lumo_energy_ev=-4.09 relative_energy_kcal_mol=0.0 total_charge=+1
C 1.81545 -0.72221 0.45540 1.20 1.88 -2.34 0.017
N 0.48406 -0.14925 0.15838 0.17 1.01 1.66 -0.319
C 0.67533 1.20615 -0.40489 -2.42 0.71 2.29 0.033
C -0.18476 -0.97553 -0.80577 -1.15 -2.15 -0.73 -0.019
C -0.32107 -0.08151 1.47483 -0.53 -1.08 -0.80 -0.062
C -1.60617 0.69370 1.42208 -0.68 -1.01 -1.53 -0.250
O -1.38531 2.04829 1.55399 -0.22 1.00 0.63 -0.047
H 2.45755 0.09786 0.79329 -0.07 -0.16 -0.04 0.101
H 2.23137 -1.15399 -0.49267 -0.37 0.19 1.06 0.123
H 1.71048 -1.38211 1.22319 -0.12 -2.24 1.84 0.032
H -0.28630 1.48812 -0.84671 0.61 0.16 -0.32 0.087
H 1.48850 1.13041 -1.03541 1.48 0.31 -1.64 0.089
H 0.83053 1.86755 0.46582 0.34 -0.15 -0.66 0.105
H 0.23967 -0.87753 -1.79855 0.25 0.14 0.14 0.080
H -1.22972 -0.69665 -0.90939 -0.05 0.11 0.14 0.096
H -0.12220 -2.04536 -0.48190 -0.03 0.85 -0.27 0.111
H 0.26566 0.23246 2.31373 0.80 0.48 -0.11 0.095
H -0.56195 -1.11790 1.65523 -0.09 -0.32 0.07 0.106
H -2.26992 0.29885 2.16589 -0.15 -0.19 1.01 0.104
H -2.19904 0.41234 0.49731 0.75 0.54 0.39 0.118
H -2.15427 2.43234 2.01960 0.22 -0.12 -0.36 0.065
C 8.32437 -1.55486 6.50474 0.59 -2.11 0.73 -0.022
C 7.54110 -1.66465 5.20445 0.03 0.30 -0.52 -0.400
C 7.89553 -2.92561 4.40314 -1.05 0.90 -0.89 -0.119
C 6.90312 -3.23507 3.26952 -1.25 1.15 -0.30 -0.149
C 5.49820 -3.57686 3.82287 2.62 1.18 1.38 -0.114
C 4.92756 -2.44889 4.67580 -1.07 -1.53 1.29 -0.358
N 6.03277 -1.80521 5.60760 -0.36 0.16 -1.09 0.032
O 5.66645 -1.31631 6.60534 0.12 -0.02 0.33 0.217
C 3.77480 -3.02841 5.61367 0.20 -0.02 -0.75 0.014
C 4.33826 -1.29000 3.85518 0.20 0.64 2.30 0.024
C 7.61725 -0.37189 4.30679 -0.67 -0.72 -0.06 0.018
H 9.38869 -1.94032 6.43227 -1.09 0.96 -0.57 0.122
H 7.93275 -2.33152 7.21534 0.00 0.84 -0.36 0.104
H 8.27836 -0.58628 6.97001 0.06 0.33 0.10 0.086
H 7.89754 -3.78810 5.05367 0.58 -0.29 0.27 0.125
H 8.84121 -2.69609 3.91457 0.35 -0.39 0.45 0.136
H 7.32124 -4.04962 2.70803 -0.06 -0.45 -0.39 0.113
H 6.74239 -2.38801 2.56757 0.61 -0.44 0.30 0.116
H 5.68429 -4.45461 4.40427 -0.57 -0.77 0.61 0.120
H 4.73466 -3.70092 3.13071 -0.97 -0.77 -1.69 0.069
H 3.39416 -2.19576 6.20024 -0.50 -0.04 -0.25 0.054
H 3.96616 -3.83737 6.35684 0.69 0.46 -0.81 0.102
H 3.02311 -3.45172 4.88498 0.52 0.75 0.84 0.106
H 3.58954 -1.55410 3.12867 -0.14 -0.61 -0.16 0.088
H 5.16223 -0.78385 3.42041 0.48 0.75 -0.89 0.069
H 3.90812 -0.60355 4.62626 0.24 -0.35 -0.98 0.066
H 8.60973 0.05909 4.29445 0.45 -0.33 0.23 0.101
H 6.98105 0.42374 4.70670 -0.08 -0.20 -0.27 0.058
H 7.35933 -0.62701 3.25319 0.02 0.43 0.88 0.092
C 1.12667 -5.88201 -6.65897 0.61 0.31 -2.28 -0.040
C 0.77313 -6.57903 -5.39058 -0.94 -0.06 -0.72 -0.486
C 1.92806 -6.50475 -4.44303 1.07 -0.56 0.93 -0.102
C 1.54781 -6.88447 -2.98995 0.89 0.79 -1.24 -0.158
C 0.52340 -5.93412 -2.42914 0.21 -0.70 1.43 -0.144
C -0.77050 -5.90389 -3.23028 -0.51 -0.92 -0.66 -0.355
N -0.35225 -5.78701 -4.78868 -1.72 1.33 0.00 0.042
O -0.97408 -5.05260 -5.50289 0.68 -1.16 1.58 0.215
C -1.68396 -4.75511 -2.84747 2.21 0.90 0.40 0.001
C -1.47147 -7.30021 -3.16256 -2.26 0.59 0.03 -0.002
C 0.20294 -7.99756 -5.76684 1.40 1.71 -1.10 0.031
H 1.08511 -4.79603 -6.55869 0.04 -0.04 -0.03 0.070
H 0.45667 -6.17052 -7.49908 0.29 0.36 0.56 0.112
H 2.16162 -6.13242 -7.01303 -0.84 -0.03 0.64 0.127
H 2.36997 -5.43633 -4.50544 -0.30 -2.05 0.06 0.154
H 2.57912 -7.35777 -4.80207 0.05 1.48 0.20 0.156
H 2.45560 -6.87174 -2.40053 0.03 0.19 0.17 0.103
H 1.24605 -7.90703 -3.00853 -0.49 -0.84 0.17 0.099
H 1.00277 -4.97010 -2.30327 -0.32 0.30 -0.15 0.085
H 0.31837 -6.28347 -1.37475 -0.36 0.50 -1.08 0.144
H -2.64007 -4.73257 -3.25911 -1.71 -0.60 -0.78 0.069
H -1.25894 -3.76093 -3.15129 0.00 -0.83 0.62 0.085
H -1.74607 -4.86324 -1.75375 -0.09 0.42 -0.28 0.111
H -2.15236 -7.47256 -2.28141 1.07 0.84 -0.34 0.123
H -0.79018 -8.10202 -3.16566 0.85 -0.85 0.02 0.043
H -2.21379 -7.48291 -3.97019 0.68 0.40 0.03 0.106
H -0.72946 -7.90393 -6.29125 -0.69 0.19 0.07 0.093
H 0.12677 -8.61603 -4.92256 0.08 -1.17 0.71 0.054
H 0.89376 -8.30754 -6.57783 -0.15 -0.44 0.91 0.115
C -1.60437 3.29908 -9.66144 -1.31 -0.38 -1.00 -0.102
C -0.14773 3.61969 -9.41437 0.61 0.68 -1.97 -0.268
C 0.22509 3.52371 -7.98967 0.36 1.29 1.92 -0.221
C 1.70596 3.66295 -7.72929 0.53 2.90 -1.33 -0.130
N 2.15249 3.82963 -6.30088 0.74 -1.31 -0.26 -0.269
C 1.61234 2.68494 -5.42395 0.84 -1.21 -2.01 -0.111
C 1.95383 3.11135 -4.03265 0.54 -1.18 0.55 -0.174
C 2.01183 4.62772 -4.04120 0.55 1.32 0.18 -0.117
C 1.77908 5.03815 -5.51640 -0.28 -0.25 -0.16 -0.081
C 3.65248 3.73570 -6.30276 0.29 -1.57 1.97 0.015
H -2.22971 3.96603 -9.09977 -0.28 0.28 0.84 0.065
H -1.92795 2.27558 -9.44857 0.45 0.03 0.43 0.079
H -2.04781 3.45533 -10.67098 1.16 0.06 0.15 0.085
H 0.03138 4.68103 -9.73640 0.02 -0.88 -0.01 0.130
H 0.54168 2.96515 -9.98929 -0.48 0.33 -0.02 0.124
H 0.03084 2.55564 -7.61469 -1.17 -1.03 0.57 0.097
H -0.30267 4.34344 -7.43642 0.10 -1.01 -0.09 0.141
H 2.08793 4.60000 -8.23991 -0.34 -0.79 0.44 0.158
H 2.25803 2.86725 -8.21331 0.14 -0.45 0.43 0.120
H 2.19775 1.79383 -5.86101 -1.40 0.96 1.08 0.151
H 0.50485 2.57288 -5.55056 1.16 0.21 -0.21 0.125
H 2.93644 2.70663 -3.74659 -0.40 0.00 0.11 0.117
H 1.19929 2.64325 -3.40420 0.02 0.40 0.39 0.094
H 3.01124 4.99825 -3.69728 -0.83 -0.33 -0.23 0.127
H 1.26679 5.08550 -3.37585 0.13 -0.11 -0.39 0.126
H 2.32672 5.88748 -5.92189 -0.06 0.09 0.30 0.139
H 0.73392 5.12003 -5.71693 -0.83 0.56 0.11 0.110
H 3.91829 3.53215 -5.22761 0.04 0.29 -1.22 0.108
H 4.17685 4.63710 -6.58044 -0.33 0.29 -0.51 0.108
H 3.97839 2.84087 -6.86297 -0.24 0.66 0.04 0.119
C -4.43735 -2.08860 -0.57070 0.84 -0.07 -0.46 -0.079
C -5.19255 -0.97564 -1.31339 -1.26 -0.24 -0.04 -0.247
C -5.03129 0.41520 -0.73284 -1.00 0.50 1.48 -0.170
C -5.56547 1.61021 -1.54101 1.68 -0.09 -0.04 -0.112
N -6.95182 2.02144 -1.20167 0.12 1.05 0.06 -0.270
C -7.46956 3.06282 -2.18753 0.89 -0.88 -0.60 -0.072
C -8.59886 3.79710 -1.46018 1.94 1.62 -0.96 -0.128
C -8.30308 3.63020 0.02341 0.14 0.01 0.32 -0.125
C -7.04355 2.79034 0.06963 1.60 0.26 0.79 -0.117
C -7.83041 0.86967 -1.14518 -2.28 -0.61 0.24 0.005
H -3.37158 -1.97126 -0.86010 -0.35 -0.25 0.43 0.068
H -4.76417 -3.04694 -0.96574 0.06 -0.16 -0.22 0.069
H -4.49472 -2.22316 0.52582 -0.26 0.82 -0.58 0.062
H -6.26997 -1.22341 -1.35900 0.45 -0.11 -0.03 0.095
H -4.86643 -0.95022 -2.36739 0.05 -0.13 0.37 0.113
H -3.99875 0.49449 -0.47400 0.90 0.75 -0.24 0.086
H -5.50711 0.52719 0.26833 0.21 -0.56 -0.29 0.121
H -5.46580 1.32619 -2.58315 -0.68 0.32 -0.31 0.124
H -4.95710 2.52321 -1.41287 -0.29 -0.72 0.01 0.090
H -7.73975 2.39974 -3.00431 -0.47 0.62 -0.56 0.130
H -6.60291 3.67800 -2.50540 -0.65 -0.30 0.48 0.119
H -9.47818 3.35152 -1.75504 -2.25 -0.77 -0.46 0.079
H -8.59807 4.87357 -1.81913 -0.13 -1.28 0.60 0.149
H -9.14768 3.23260 0.64653 0.84 0.52 -0.66 0.140
H -7.91967 4.57504 0.36762 -0.69 0.51 0.70 0.115
H -6.98896 2.09987 0.87317 -0.11 -0.61 0.89 0.093
H -6.11744 3.42698 0.17611 -0.98 -0.62 -0.49 0.152
H -8.84985 1.12008 -0.77159 0.82 0.27 -0.05 0.133
H -7.45425 0.08448 -0.50188 0.19 0.19 0.06 0.097
H -8.02391 0.48213 -2.13528 0.40 -0.19 -0.36 0.116
C 0.06772 6.85244 7.25402 1.43 -0.94 -0.49 -0.081
C -0.12718 5.63836 6.28333 -0.77 0.15 -0.37 -0.243
C -0.25267 4.23830 6.87477 1.85 -0.71 1.89 -0.193
C -0.24882 3.13336 5.84413 2.10 1.38 -2.11 -0.158
N -0.20259 1.72652 6.23863 -1.73 -1.67 0.92 -0.219
C 1.09397 1.24807 6.88617 0.82 1.59 0.68 -0.067
C 1.46117 -0.10683 6.26693 0.14 -0.28 2.31 -0.137
C 0.25049 -0.48012 5.46977 -0.99 -2.31 -0.34 -0.158
C -0.27816 0.81954 5.04287 -1.16 1.30 -1.36 -0.157
C -1.44314 1.31779 7.08270 0.39 0.14 0.24 0.057
H 1.17585 6.89378 7.38597 -0.74 -0.01 0.46 0.077
H -0.40128 6.78600 8.24405 -0.11 0.02 -0.47 0.073
H -0.13062 7.79332 6.74178 -0.51 -0.10 0.13 0.067
H 0.75316 5.64011 5.65764 0.23 -0.03 -0.45 0.089
H -0.99145 5.74585 5.59685 0.28 0.35 0.36 0.118
H -1.12528 4.17651 7.52728 -0.07 -0.08 0.00 0.118
H 0.65708 4.01644 7.49871 -0.75 0.51 0.00 0.126
H 0.66401 3.18623 5.14593 -1.07 0.45 1.12 0.144
H -1.06500 3.37549 5.19869 -0.98 -0.79 -0.63 0.133
H 0.91819 1.26176 7.97551 0.11 -0.33 -0.50 0.134
H 1.92973 1.97410 6.71509 -1.01 -0.29 -0.12 0.120
H 1.64008 -0.74000 7.17948 0.05 0.00 -1.26 0.139
H 2.36971 -0.02521 5.68325 -0.03 0.09 -0.01 0.070
H -0.54007 -1.00883 6.08466 1.10 0.28 -0.75 0.123
H 0.44066 -1.10834 4.55709 -0.04 0.42 1.01 0.122
H -1.32718 0.78215 4.70621 0.42 0.11 -0.02 0.125
H 0.36206 1.27164 4.29007 -0.05 0.05 -0.14 0.098
H -1.23220 1.62028 8.11731 -0.21 -0.25 -0.29 0.106
H -1.62203 0.22600 6.96866 0.32 0.94 0.35 0.088
H -2.36228 1.81835 6.72857 0.75 0.00 -0.12 0.098
C 2.44402 4.19453 2.43623 1.34 0.05 -0.37 -0.723
F 2.21206 4.18511 1.13134 -1.03 0.33 -0.27 0.150
F 3.41606 5.08238 2.64523 -0.01 0.04 0.19 0.154
F 1.41866 4.50924 3.17730 -1.23 0.51 0.03 0.170
S 3.01777 2.53850 2.82958 0.50 -1.55 0.80 0.593
O 1.89785 1.61315 2.87270 0.25 0.79 -0.17 -0.304
O 4.00691 2.28508 1.83851 0.54 -0.29 -0.41 -0.255
N 3.53971 2.81451 4.27343 -0.95 0.25 0.28 -0.292
S 4.74038 2.35535 5.11166 1.42 -1.21 -0.94 0.592
O 4.52131 1.17376 5.92186 -0.30 0.12 -0.01 -0.319
O 5.98677 2.35439 4.36619 -0.72 0.39 0.93 -0.281
C 4.69191 3.68422 6.35879 1.77 1.37 0.39 -0.638
F 5.35490 3.32544 7.49779 -0.50 0.33 -1.32 0.118
F 5.28158 4.79510 5.82448 -0.37 -1.00 0.68 0.114
F 3.46372 4.00821 6.68959 -0.65 -0.03 0.27 0.141
C 2.76938 -6.12633 0.63459 0.38 1.15 -2.77 -0.739
F 1.61227 -6.72169 0.55141 -0.81 -0.67 0.92 0.163
F 3.48597 -6.33979 1.66003 0.69 -1.15 2.38 0.209
F 3.45307 -6.58163 -0.43996 0.49 0.11 -0.05 0.107
S 2.57458 -4.29295 0.42316 -1.98 2.13 -0.78 0.628
O 3.53149 -3.57225 1.23913 -0.51 -0.98 0.05 -0.289
O 2.63012 -4.06284 -0.98698 0.57 -0.30 -0.64 -0.300
N 0.98418 -4.00203 0.76384 2.00 0.00 0.64 -0.282
S 0.72137 -4.08691 2.32950 0.28 1.65 0.10 0.603
O 1.10067 -5.36936 2.84004 0.22 -0.10 0.95 -0.268
O 1.03974 -2.86536 3.11436 -0.39 -1.99 -1.32 -0.321
C -1.09190 -4.08033 2.24392 -0.98 -0.17 -0.48 -0.719
F -1.57895 -3.10136 1.46446 0.26 -0.04 -0.39 0.109
F -1.66780 -5.22708 1.86800 0.63 -0.05 -0.51 0.148
F -1.48864 -3.84765 3.44998 -0.70 0.44 2.07 0.170
C 1.38679 -0.96787 -8.50347 -0.84 1.48 2.61 -0.616
F 1.20788 -0.97929 -9.78623 0.26 -0.17 -0.84 0.179
F 2.53925 -1.51300 -8.13479 0.00 -0.14 -0.39 0.138
F 1.44757 0.38318 -8.10268 0.02 -1.50 -0.49 0.042
S -0.13744 -1.80423 -7.66784 0.87 1.17 0.27 0.608
O -1.09083 -0.72927 -7.66833 0.08 -0.52 0.07 -0.285
O -0.27555 -2.93587 -8.52725 -0.27 -0.45 0.31 -0.287
N 0.24016 -2.31256 -6.17707 0.27 0.15 -1.03 -0.300
S 0.36752 -1.39983 -4.90257 -0.23 0.50 0.67 0.582
O 0.72223 -0.01626 -5.09295 0.13 -0.32 -0.32 -0.291
O -0.67580 -1.66793 -3.93907 0.21 -0.25 -0.17 -0.303
C 1.87503 -2.12827 -4.06801 -0.94 1.75 -0.59 -0.651
F 2.08684 -1.48898 -2.90532 0.23 0.01 -0.36 0.115
F 1.61307 -3.38269 -3.76926 0.72 -0.88 -0.33 0.127
F 2.93625 -1.92594 -4.86219 -0.16 -0.90 0.57 0.141
C -2.76548 1.58846 -4.32041 -1.80 0.62 -0.67 -0.637
F -3.59821 2.05603 -5.35161 0.87 -1.16 1.69 0.083
F -3.46558 0.92370 -3.37233 -0.33 0.07 -0.73 0.098
F -1.91327 0.74907 -4.79633 0.76 -0.34 -0.89 0.172
S -2.01115 3.02334 -3.53763 2.35 -0.95 0.68 0.584
O -1.03576 2.39722 -2.62905 -0.37 0.82 -1.31 -0.316
O -1.54085 3.85014 -4.62065 0.26 -0.04 0.39 -0.273
N -3.23068 3.45758 -2.74812 -2.24 1.87 1.23 -0.298
S -3.59976 4.84445 -2.03509 2.46 -0.59 -0.54 0.620
O -2.96917 5.97168 -2.63551 -0.43 0.48 -0.46 -0.259
O -4.98479 4.82941 -1.69679 -0.67 0.06 0.17 -0.288
C -2.68451 4.72560 -0.42082 -0.32 1.55 -1.58 -0.649
F -3.00486 3.57732 0.09502 0.09 -0.63 1.16 0.149
F -1.35397 4.83014 -0.64142 -0.99 -0.24 0.57 0.129
F -3.09966 5.77210 0.34036 0.58 -1.07 -0.11 0.126
C -4.91568 -1.99174 3.81786 0.69 -0.22 -0.85 -0.580
F -6.16122 -1.74498 3.34388 1.24 -0.10 0.61 0.121
F -4.89235 -3.08017 4.56270 -0.61 -0.17 0.38 0.142
F -4.12318 -2.32425 2.73253 -0.62 1.20 0.99 0.065
S -4.27426 -0.59566 4.98372 0.32 -0.87 -0.04 0.604
O -5.32566 -0.56372 5.95816 0.30 0.15 -0.24 -0.259
O -2.92144 -0.94157 5.38338 -1.07 -0.57 -0.13 -0.307
N -4.07352 0.67481 4.11607 0.38 0.31 -0.94 -0.321
S -4.99063 1.76512 3.51178 1.91 2.66 -0.16 0.603
O -4.19813 2.59388 2.56503 -1.03 -1.54 1.65 -0.319
O -6.29799 1.41463 3.10364 -1.25 -0.73 -0.56 -0.273
C -5.31600 2.89332 5.00869 0.18 1.21 -1.02 -0.615
F -6.42547 2.53819 5.62237 0.24 -0.19 0.25 0.160
F -4.29012 2.95932 5.89030 -0.58 -0.27 -0.50 0.103
F -5.50220 4.15327 4.51314 0.19 -0.88 0.45 0.098

---

It is found that the highest occupied orbital energy values, taken in the order of the records, are -0.3232 -0.4162 Ha.